1.
Entry from the OMol25 dataset: an isolated molecule of C2H2NO2P at a distorted geometry (the ωB97M-V functional and the def2-TZVPD basis).

Output
E_HOMO (spin up / spin down) in eV: -9.43 / -9.43
SMILES: O=c1cn[pH]o1
ΔE to the lowest compared entry with this formula, charge and spin in kcal per mole: 23.5
Orbital gap (spin up / spin down) in eV: 8.33 / 8.33
Largest force on an atom in eV Å⁻¹: 3.47

Each line ends with the natural charge from an NBO analysis.
Atoms and positions in Å:
O (2.278, -0.485, -0.134)  -0.424
C (1.140, -0.300, 0.007)  0.773
C (-0.081, -0.916, 0.426)  -0.116
N (-1.179, -0.257, 0.446)  -0.592
P (-0.965, 1.372, 0.074)  1.140
O (0.540, 1.309, -0.384)  -0.932
H (-0.055, -1.962, 0.698)  0.225
H (-1.676, 1.240, -1.135)  -0.073

---

2.
Entry from the OMol25 dataset: an isolated molecule of C2H7N3O at a distorted geometry (the ωB97M-V functional and the def2-TZVPD basis).

Output
E_HOMO in eV: -9.92
SMILES: [H]/N=C(/CO)NN
ΔE to the lowest compared entry with this formula, charge and spin in kcal per mole: 94.1
Orbital gap in eV: 10.55
Largest force on an atom in eV Å⁻¹: 6.42

Each line ends with the natural charge from an NBO analysis.
Atoms and positions in Å:
H (-0.344, 2.391, -0.097)  0.338
N (-0.932, 1.612, 0.143)  -0.712
C (-0.281, 0.530, -0.103)  0.435
C (-0.986, -0.832, 0.031)  -0.153
O (-2.400, -0.705, -0.331)  -0.709
N (1.103, 0.445, -0.581)  -0.499
N (1.635, -0.808, 0.109)  -0.680
H (-0.795, -1.249, 1.062)  0.193
H (-0.431, -1.433, -0.758)  0.206
H (-2.503, 0.286, 0.336)  0.483
H (1.558, 1.404, -0.364)  0.356
H (1.986, -0.397, 1.058)  0.360
H (2.389, -1.245, -0.503)  0.380

---

3.
Entry from the OMol25 dataset: a structure of composition C37H57As3Cl3Ge3N2STi (the ωB97M-V functional and the def2-TZVPD basis).

Output
Net charge: +1
E_HOMO (spin up / spin down) in eV: -9.68 / -10.52
Spin multiplicity: 3
ΔE to the lowest compared entry with this formula, charge and spin in kcal per mole: 20.3
Orbital gap (spin up / spin down) in eV: 6.33 / 6.49
Largest force on an atom in eV Å⁻¹: 0.51

Each line ends with the Mulliken charge.
Atoms and positions in Å:
Ti (-1.139, -0.388, 0.218)  -0.093
C (-0.822, -1.572, 4.256)  -1.241
As (-0.909, -0.174, 2.911)  1.392
C (-2.560, 0.600, 3.561)  -1.121
C (0.478, 1.081, 3.504)  -1.506
C (1.958, 0.801, 3.147)  2.972
C (2.344, -0.631, 3.509)  -1.336
C (2.265, 1.098, 1.665)  -0.317
As (1.610, -0.060, 0.225)  1.673
C (2.850, -1.556, 0.250)  -1.332
C (2.422, 0.923, -1.244)  -1.131
C (2.764, 1.820, 3.990)  -2.072
As (4.741, 1.883, 4.240)  0.319
C (4.981, 0.367, 5.463)  -1.077
C (5.566, 1.048, 2.662)  -1.018
H (-1.059, -1.124, 5.222)  0.518
H (0.160, -2.022, 4.297)  0.139
H (-1.571, -2.321, 4.009)  0.399
H (-2.428, 1.068, 4.538)  0.461
H (-3.272, -0.222, 3.645)  0.457
H (-2.953, 1.315, 2.849)  0.058
H (0.378, 1.128, 4.593)  0.789
H (0.193, 2.061, 3.113)  -0.239
H (1.731, -1.348, 2.958)  -0.529
H (2.214, -0.807, 4.578)  0.566
H (3.386, -0.823, 3.258)  0.058
H (3.346, 1.122, 1.529)  -0.033
H (1.896, 2.093, 1.410)  -0.725
H (3.874, -1.196, 0.358)  0.430
H (2.745, -2.087, -0.696)  0.405
H (2.604, -2.241, 1.057)  0.288
H (3.469, 1.118, -1.010)  0.634
H (1.908, 1.867, -1.421)  0.097
H (2.357, 0.324, -2.154)  0.275
H (2.425, 1.770, 5.030)  0.693
H (2.505, 2.826, 3.647)  0.323
H (4.356, 0.511, 6.344)  0.322
H (6.021, 0.364, 5.789)  0.401
H (4.753, -0.597, 5.012)  0.270
H (5.496, 1.706, 1.797)  0.294
H (5.169, 0.065, 2.415)  0.199
H (6.623, 0.940, 2.909)  0.417
C (1.640, 3.126, -4.709)  -0.653
C (0.588, 3.431, -3.857)  -0.729
C (-0.257, 2.426, -3.411)  -0.221
C (-0.059, 1.101, -3.807)  0.863
C (0.985, 0.811, -4.687)  -0.196
C (1.828, 1.820, -5.135)  -0.736
Ge (-1.292, -0.263, -3.170)  -0.127
C (-3.113, 0.145, -3.726)  0.486
C (-3.827, 1.178, -3.118)  0.280
C (-5.092, 1.524, -3.568)  -0.958
C (-5.658, 0.845, -4.637)  -0.521
C (-4.947, -0.164, -5.269)  -0.762
C (-3.681, -0.511, -4.821)  -0.283
C (-0.729, -2.067, -3.611)  0.272
C (0.628, -2.390, -3.688)  0.248
C (1.034, -3.698, -3.905)  -0.970
C (0.089, -4.707, -4.023)  -0.523
C (-1.262, -4.406, -3.909)  -1.044
C (-1.668, -3.097, -3.694)  -0.285
H (2.301, 3.909, -5.056)  0.424
H (0.419, 4.455, -3.548)  0.444
H (-1.089, 2.683, -2.765)  0.292
H (1.126, -0.197, -5.057)  0.524
H (2.626, 1.585, -5.826)  0.435
H (-3.403, 1.722, -2.285)  0.141
H (-5.637, 2.323, -3.083)  0.446
H (-6.647, 1.111, -4.984)  0.396
H (-5.375, -0.677, -6.120)  0.437
H (-3.124, -1.275, -5.349)  0.422
H (1.380, -1.619, -3.558)  0.202
H (2.089, -3.930, -3.976)  0.449
H (0.405, -5.727, -4.198)  0.414
H (-2.003, -5.191, -3.989)  0.471
H (-2.721, -2.886, -3.561)  0.528
C (-2.027, 4.520, -0.801)  -1.271
Ge (-1.140, 3.480, 0.596)  0.738
C (-2.199, 3.769, 2.205)  -1.372
C (0.615, 4.293, 0.907)  -1.262
C (-0.947, 1.670, -0.178)  3.178
H (-2.238, 5.521, -0.424)  0.464
H (-2.974, 4.058, -1.085)  0.318
H (-1.404, 4.615, -1.691)  0.288
H (-2.247, 4.849, 2.348)  0.466
H (-1.758, 3.331, 3.097)  0.373
H (-3.218, 3.401, 2.088)  0.366
H (0.492, 5.375, 0.861)  0.554
H (1.341, 4.006, 0.145)  0.298
H (1.017, 4.050, 1.890)  0.280
H (-0.067, 1.799, -0.818)  -1.536
H (-1.801, 1.672, -0.874)  -1.936
Cl (-3.604, 0.076, 0.101)  -0.466
Ge (-4.003, -2.271, -0.432)  0.531
Cl (-2.897, -2.670, 1.601)  -0.343
Cl (-6.046, -2.321, 0.330)  -0.369
S (-0.337, -2.804, -0.626)  0.261
C (-0.275, -3.878, 0.687)  -0.864
N (-0.674, -5.155, 0.426)  0.244
C (-0.644, -6.148, 1.333)  -0.163
C (-0.189, -5.874, 2.586)  -1.199
C (0.208, -4.552, 2.822)  0.331
N (0.173, -3.587, 1.920)  0.421
H (-1.023, -5.319, -0.512)  0.105
H (-0.991, -7.118, 1.010)  0.466
H (-0.143, -6.630, 3.353)  0.431
H (0.574, -4.270, 3.802)  0.426

---

> Among the records above, which one has the highest largest force on an atom?

C2H7N3O